ORCA calculation (ωB97M-V/def2-TZVPD) on a single C6H11N molecule.

Last columns: bonded neighbours and bond lengths (Å).
CARTESIAN COORDINATES (ANGSTROEM)
1 C 0.770 3.623 0.680  C2 1.381, H8 1.045, H9 1.237
2 C 0.626 2.319 1.109  C1 1.381, C3 1.557, H10 1.042
3 C -0.024 1.234 0.200  C2 1.557, N4 1.565, H11 1.045, H12 1.123
4 N -0.341 -0.099 0.954  C3 1.565, C5 1.380, H13 1.046
5 C -0.533 -1.350 0.402  N4 1.380, C6 1.423, H14 1.096
6 C 0.112 -1.926 -0.727  C5 1.423, C7 1.574, H15 1.088
7 C -0.540 -3.040 -1.628  C6 1.574, H16 1.065, H17 1.118, H18 1.100
8 H 0.437 4.065 -0.207  C1 1.045
9 H 0.984 4.467 1.559  C1 1.237
10 H 1.123 1.716 1.799  C2 1.042
11 H -0.783 1.736 -0.313  C3 1.045
12 H 0.847 0.946 -0.447  C3 1.123
13 H -0.302 0.006 1.994  N4 1.046
14 H -1.331 -1.840 0.972  C5 1.096
15 H 1.146 -1.638 -0.908  C6 1.088
16 H -0.064 -3.218 -2.564  C7 1.065
17 H -0.498 -4.025 -1.101  C7 1.118
18 H -1.629 -2.977 -1.774  C7 1.100

Summary:
Kohn-Sham gap: 8.519 eV
Total charge: 0
2S+1: 1
Maximum force: 5.99 eV/Å
Energy relative to the best compared isomer or geometry (same formula, charge and spin): 4.167 eV
HOMO: -7.457 eV

***

ORCA calculation (ωB97M-V/def2-TZVPD) on a single C6H11N molecule.

Last columns: bonded neighbours and bond lengths (Å).
CARTESIAN COORDINATES (ANGSTROEM)
1 C -2.357 -0.280 -0.642  C2 1.495, H8 1.094, H9 1.095, H10 1.094
2 C -1.161 0.557 -0.318  C1 1.495, C3 1.512, H11 1.084
3 C 0.180 0.013 -0.756  C2 1.512, C4 1.566, H13 1.106, H14 1.102
4 C 1.045 -0.369 0.493  C3 1.566, C5 1.522, C6 1.500, H15 1.107
5 C 2.548 -0.307 0.265  C4 1.522, H16 1.091, H17 1.096, H18 1.094
6 C 0.671 0.636 1.542  C4 1.500, N7 1.230
7 N -0.376 1.283 1.520  C6 1.230, H12 1.078
8 H -3.262 0.068 -0.137  C1 1.094
9 H -2.519 -0.162 -1.718  C1 1.095
10 H -2.181 -1.338 -0.428  C1 1.094
11 H -1.330 1.591 -0.592  C2 1.084
12 H -1.344 0.843 1.342  N7 1.078
13 H 0.097 -0.861 -1.428  C3 1.106
14 H 0.722 0.779 -1.336  C3 1.102
15 H 0.770 -1.385 0.836  C4 1.107
16 H 2.865 -1.016 -0.502  C5 1.091
17 H 2.827 0.707 -0.043  C5 1.096
18 H 3.066 -0.530 1.202  C5 1.094

Summary:
Kohn-Sham gap (spin up / spin down): 7.988 / 7.989 eV
Total charge: 0
2S+1: 1
Maximum force: 1.92 eV/Å
Energy relative to the best compared isomer or geometry (same formula, charge and spin): 4.594 eV
HOMO (spin up / spin down): -7.295 / -7.295 eV

***

ORCA calculation (ωB97M-V/def2-TZVPD) on a single C6H11N molecule.

Last columns: bonded neighbours and bond lengths (Å).
CARTESIAN COORDINATES (ANGSTROEM)
1 H -0.275 -2.750 1.383  N2 1.023
2 N -0.797 -1.977 0.963  H1 1.023, C3 1.269
3 C -0.161 -0.887 1.108  N2 1.269, C4 1.511, H9 1.099
4 C -0.673 0.418 0.544  C3 1.511, C5 1.525, C6 1.547, H10 1.101
5 C -2.164 0.360 0.233  C4 1.525, H11 1.095, H12 1.094, H13 1.094
6 C 0.133 0.781 -0.726  C4 1.547, C7 1.505, H14 1.099, H15 1.098
7 C 1.627 0.721 -0.558  C6 1.505, C8 1.330, H16 1.092
8 C 2.400 -0.204 -1.121  C7 1.330, H17 1.089, H18 1.087
9 H 0.809 -0.825 1.620  C3 1.099
10 H -0.487 1.196 1.299  C4 1.101
11 H -2.509 1.315 -0.177  C5 1.095
12 H -2.365 -0.434 -0.493  C5 1.094
13 H -2.744 0.131 1.132  C5 1.094
14 H -0.163 1.792 -1.040  C6 1.099
15 H -0.167 0.090 -1.524  C6 1.098
16 H 2.082 1.481 0.080  C7 1.092
17 H 1.978 -0.985 -1.752  C8 1.089
18 H 3.476 -0.224 -0.972  C8 1.087

Summary:
Kohn-Sham gap: 10.702 eV
Total charge: 0
2S+1: 1
Maximum force: 0.38 eV/Å
Energy relative to the best compared isomer or geometry (same formula, charge and spin): 1.044 eV
HOMO: -9.593 eV